The following is a quantum chemistry calculation of a structure of composition C39H61N5O4PtSbSe, from OMol25.

Computed properties:
E_tot = -132199.7979 eV
Orbital gap = 8.2 eV
Highest occupied orbital energy = -10.6 eV

```
! wB97M-V def2-TZVPD RIJCOSX def2/J DEFGRID3
* xyz 1 1
Pt 1.1057 -0.5579 0.6190
C 5.2335 -3.8402 1.8472
C 4.5732 -2.7890 1.0250
C 4.9172 -2.2311 -0.1900
C 3.8991 -1.3176 -0.4983
N 3.0102 -1.3110 0.4907
N 3.4322 -2.1984 1.4176
C 3.7607 -0.4467 -1.6986
H 6.0761 -4.2630 1.3058
H 4.5353 -4.6438 2.0831
H 5.6009 -3.4270 2.7867
H 5.7874 -2.4556 -0.7828
H 2.7027 -2.5541 2.0620
H 4.6560 0.1578 -1.8449
H 2.9047 0.2184 -1.5874
H 3.6171 -1.0518 -2.5948
C -5.6169 -0.4236 -1.9569
C -5.9381 0.3635 -0.6906
C -4.7383 0.6295 0.2174
C -3.7662 1.7017 -0.2704
N -2.8347 1.2586 -1.3111
C -1.7511 0.4833 -1.1104
Se -1.2954 -0.0944 0.6185
N -1.1209 0.3098 -2.2863
C 0.0233 -0.5636 -2.5562
C -0.3309 -2.0388 -2.6832
C -1.2125 -2.4138 -3.8778
C -2.7106 -2.2752 -3.6212
C -1.7988 1.0279 -3.2696
C -1.5540 1.1898 -4.6280
C -2.4413 1.9809 -5.3318
C -3.5394 2.5858 -4.7064
C -3.7845 2.4190 -3.3572
C -2.8862 1.6288 -2.6503
H -6.5294 -0.6576 -2.5057
H -5.1285 -1.3681 -1.7111
H -4.9674 0.1282 -2.6380
H -6.6730 -0.1977 -0.1099
H -6.4192 1.3146 -0.9434
H -4.1962 -0.3036 0.3935
H -5.0929 0.9633 1.1957
H -3.1621 2.0759 0.5577
H -4.3129 2.5471 -0.6877
H 0.7420 -0.4136 -1.7483
H 0.4810 -0.1903 -3.4731
H -0.7927 -2.3689 -1.7503
H 0.6236 -2.5689 -2.7386
H -1.0044 -3.4536 -4.1372
H -0.9193 -1.8272 -4.7553
H -3.0080 -2.8644 -2.7523
H -3.2858 -2.6307 -4.4767
H -3.0120 -1.2433 -3.4394
H -0.7170 0.7162 -5.1211
H -2.2887 2.1324 -6.3915
H -4.2132 3.1931 -5.2949
H -4.6426 2.8757 -2.8840
C 1.3682 4.8060 0.7848
C 1.3897 3.4542 0.0729
C 2.5019 3.4523 -0.9746
C 0.0558 3.2146 -0.6299
Sb 1.7309 1.7938 1.4526
C 3.8212 1.9670 2.1079
C 4.7814 1.5463 0.9969
C 4.0127 1.0065 3.2838
C 4.1707 3.3997 2.5120
C 0.5133 2.1543 3.2508
C 1.1219 3.2021 4.1813
C 0.4121 0.8095 3.9737
C -0.8935 2.6244 2.8757
H 1.2429 5.5920 0.0327
H 2.2928 5.0144 1.3213
H 0.5408 4.8971 1.4848
H 2.2593 4.1881 -1.7482
H 2.6059 2.4816 -1.4666
H 3.4671 3.7319 -0.5529
H -0.1440 4.0493 -1.3105
H -0.7786 3.1424 0.0708
H 0.0887 2.3004 -1.2238
H 4.7033 0.4861 0.7768
H 5.8027 1.7301 1.3467
H 4.6473 2.1127 0.0760
H 3.7502 -0.0192 3.0132
H 3.4379 1.2871 4.1641
H 5.0694 1.0110 3.5705
H 4.1687 4.0725 1.6539
H 5.1890 3.4008 2.9142
H 3.5182 3.8123 3.2771
H 2.0869 2.9094 4.5874
H 0.4433 3.3329 5.0303
H 1.2250 4.1748 3.6981
H 1.3868 0.4249 4.2797
H -0.0664 0.0456 3.3587
H -0.1930 0.9376 4.8768
H -1.3993 1.9315 2.2053
H -1.4839 2.6865 3.7958
H -0.8975 3.6157 2.4265
O 1.1271 -3.1757 2.4051
C 0.4103 -3.2819 1.4043
O 0.4558 -2.5338 0.3552
C -0.6657 -4.3279 1.3780
C -0.5490 -5.4802 2.1473
C -1.5673 -6.4221 2.1579
C -2.7290 -6.2032 1.4330
C -2.8316 -5.0360 0.6977
C -1.8177 -4.1007 0.6407
N -4.0770 -4.7650 -0.0443
O -4.9498 -5.6026 -0.0109
O -4.1523 -3.7101 -0.6504
H 0.3446 -5.6253 2.7395
H -1.4656 -7.3245 2.7447
H -3.5465 -6.9087 1.4385
H -1.9329 -3.1986 0.0595
*
```

These are the Löwdin partial charges, in e, on atoms 1 to 4: 0.614 0.000 -0.272 0.034


The following is a quantum chemistry calculation of a cluster of 2 separate species, C4H9NO3 in total in a non-equilibrium geometry, from OMol25.

Computed properties:
SMILES = C[C@@H](C=O)NC=O.O
E_tot = -11926.0331 eV
Orbital gap = 10.7 eV
Highest occupied orbital energy = -10.0 eV

```
! wB97M-V def2-TZVPD RIJCOSX def2/J DEFGRID3
* xyz 0 1
C 1.1250 1.7601 0.1494
N 0.2261 0.8125 0.5833
C 1.0397 -1.4954 0.8989
C 0.1369 -0.5488 0.1120
C -1.3267 -0.9652 0.0336
O -2.1903 -0.6188 0.7905
O 1.2103 2.8330 0.6898
H 1.8142 1.4767 -0.6590
H -0.3965 0.9911 1.3452
H 0.5630 -1.6752 1.8741
H 2.0482 -1.1095 1.0171
H 1.0676 -2.5280 0.5451
H 0.5429 -0.6514 -0.9118
H -1.5820 -1.7759 -0.6798
H -0.9380 1.1373 -1.2983
H -1.8451 1.5641 -2.4762
O -1.4953 0.7936 -2.0139
*
```

These are the Löwdin partial charges, in e, on atoms 1 to 4: -0.347 0.051 -0.040 -0.373


The following is a quantum chemistry calculation of a structure of composition C24H33Br2Ca2F5KN5O7SSi in a non-equilibrium geometry, from OMol25.

Computed properties:
E_tot = -272759.0669 eV
Orbital gap = 1.6 eV
Highest occupied orbital energy = -10.5 eV

```
! wB97M-V def2-TZVPD RIJCOSX def2/J DEFGRID3
* xyz 2 1
C 2.5374 2.1967 3.8567
Si 1.6774 1.9236 2.1679
C 0.4774 0.4154 2.1338
C 0.6158 3.5286 1.8552
C 2.9286 1.8759 0.6649
C 2.9125 0.6968 -0.3850
C 3.8976 0.7118 -1.6091
C 4.8800 1.9422 -1.7474
N 5.8421 2.1583 -2.8186
S 6.6767 3.6176 -2.4773
N 5.9818 4.1797 -1.0087
C 4.9846 3.1628 -0.7227
C 3.9696 3.0812 0.4771
H 1.6871 2.4159 4.6147
H 3.1024 1.2830 4.2477
H 3.2495 3.0911 3.8834
H 0.5393 -0.1402 1.1368
H 0.6154 -0.3271 3.0141
H -0.5904 0.8531 2.2359
H 0.1739 3.4384 0.8048
H -0.1779 3.6930 2.6563
H 1.3888 4.3899 1.8298
H 2.1587 -0.1472 -0.2439
H 3.8562 -0.1356 -2.3832
H 3.9262 3.9300 1.2732
C 7.1829 -3.0328 5.3095
C 5.9630 -3.7591 5.8325
O 4.8519 -2.8724 5.9253
C 4.2227 -2.5961 4.7528
O 4.5488 -3.0560 3.6903
C 3.0392 -1.6652 4.9872
F 3.3616 -0.6101 5.7750
F 2.0169 -2.2915 5.5987
F 2.5546 -1.1511 3.8486
H 7.3978 -2.1551 5.9315
H 8.0567 -3.6886 5.3062
H 7.0192 -2.6706 4.2878
H 6.1622 -4.1238 6.8430
H 5.7132 -4.6300 5.2186
F 3.8153 4.3786 2.8093
Ca 6.6511 -5.0301 8.5632
C 0.3680 -0.8419 -2.7594
C -0.5982 0.1318 -2.5228
C -1.9381 -0.2234 -2.4403
C -2.3000 -1.5617 -2.5925
C -1.3371 -2.5411 -2.8371
C -0.0001 -2.1746 -2.9203
N -3.7043 -1.9445 -2.4822
O -4.5299 -1.0486 -2.2849
O -3.9856 -3.1374 -2.5882
H 1.4149 -0.5601 -2.8177
H -0.3040 1.1688 -2.3999
H -2.6809 0.5448 -2.2557
H -1.6109 -3.5833 -2.9614
H 0.7576 -2.9279 -3.1073
C -1.9028 -1.7883 -6.8286
C -0.8168 -0.7212 -6.6677
O -0.5572 -0.3987 -5.4856
O -0.3299 -0.3106 -7.7398
H -2.2900 -2.1080 -5.8594
H -2.7297 -1.3870 -7.4176
H -1.4909 -2.6591 -7.3424
F 0.4944 -2.0577 3.8750
K -6.0236 -2.1878 -0.9750
C -6.8261 2.1049 1.4400
O -6.7216 0.9540 1.0343
N -7.7897 2.9490 1.0012
N -5.9872 2.6327 2.3628
H -7.8925 3.8951 1.3209
H -8.4339 2.5928 0.3140
H -5.2566 2.0351 2.7141
H -6.0559 3.5727 2.7084
Br -8.6605 -1.1639 -3.5731
C -8.1357 0.2153 -4.8487
C -8.5184 -0.1681 -6.2563
Br -7.2946 -1.4997 -6.9831
H -7.0650 0.3757 -4.7214
H -8.6725 1.1118 -4.5344
H -8.4344 0.6902 -6.9242
H -9.5229 -0.5845 -6.3319
Ca 7.4827 -0.4318 4.6695
*
```

These are the Löwdin partial charges, in e, on atoms 1 to 4: -0.205 0.560 -0.185 -0.180


The following is a quantum chemistry calculation of a structure of composition C31H71FI2O17S, from OMol25.

Computed properties:
E_tot = -97851.8220 eV
Orbital gap = 9.0 eV
Highest occupied orbital energy = -9.2 eV

```
! wB97M-V def2-TZVPD RIJCOSX def2/J DEFGRID3
* xyz 0 1
C 1.2489 -1.0114 -0.2506
C 0.4497 -0.1927 -1.2827
I 1.7675 1.1127 -2.4097
C -0.3687 -1.0212 -2.2706
I 0.8443 -2.4743 -3.3103
C -1.5609 -1.7450 -1.6763
O -1.2123 -2.6598 -0.6208
S -2.5903 -3.0830 0.0402
O -2.3883 -3.5595 1.3501
O -3.3644 -3.8263 -0.8820
O -3.1060 -1.5527 0.1025
C -2.7563 -0.9154 -1.1075
F -3.7956 -1.1242 -2.0124
C -2.6752 0.5761 -0.9114
C -4.0262 1.2176 -0.5612
O -4.7252 1.7549 -1.6704
H 1.1870 -2.0794 -0.4172
H 0.8612 -0.7856 0.7445
H 2.2893 -0.7021 -0.2360
H -0.1750 0.5138 -0.7525
H -0.7609 -0.4029 -3.0749
H -2.0175 -2.3028 -2.4955
H -2.0076 0.7498 -0.0643
H -2.2164 1.0571 -1.7750
H -4.6471 0.4772 -0.0570
H -3.8222 2.0418 0.1201
H -4.3459 1.4409 -2.4903
C -2.6105 1.7737 -7.6595
O -2.8545 0.4804 -7.1255
C -2.3391 0.2970 -5.8196
C -3.4064 0.4044 -4.7542
O -3.9455 1.7096 -4.6315
C -5.2074 1.8669 -5.2610
H -3.2256 1.8809 -8.5515
H -2.8743 2.5609 -6.9499
H -1.5598 1.8826 -7.9397
H -1.5288 1.0053 -5.6195
H -1.9259 -0.7180 -5.7662
H -2.9453 0.1590 -3.7895
H -4.1991 -0.3269 -4.9392
H -5.9937 1.3767 -4.6781
H -5.2012 1.4608 -6.2748
H -5.4176 2.9337 -5.3063
C 2.1349 -0.7427 3.9063
O 1.0172 -1.4695 3.4247
C 1.2143 -2.8746 3.4752
C 0.5520 -3.4863 4.6892
O 1.1528 -3.0237 5.8882
C 0.4068 -2.0092 6.5388
H 1.8252 0.2897 4.0605
H 2.4933 -1.1463 4.8548
H 2.9528 -0.7589 3.1760
H 2.2833 -3.1102 3.4763
H 0.7723 -3.3038 2.5700
H 0.6773 -4.5727 4.6523
H -0.5202 -3.2686 4.6848
H -0.4678 -2.4372 7.0398
H 0.0776 -1.2387 5.8365
H 1.0451 -1.5527 7.2920
C 5.7125 -0.6574 5.4860
O 4.6734 -0.1354 6.2942
C 4.3966 -0.9343 7.4357
C 5.0157 -0.3599 8.6896
O 6.4322 -0.3808 8.6414
C 7.0067 0.8703 8.3123
H 5.9983 0.1195 4.7785
H 6.5854 -0.9348 6.0810
H 5.3641 -1.5328 4.9262
H 4.7411 -1.9606 7.2801
H 3.3092 -0.9615 7.5598
H 4.7081 -0.9713 9.5444
H 4.6536 0.6603 8.8548
H 6.9433 1.5610 9.1603
H 6.5204 1.3219 7.4445
H 8.0562 0.6973 8.0800
C 1.2163 0.7201 9.1484
O 0.8567 -0.5548 9.6524
C 1.2400 -0.7534 11.0048
C 0.0783 -0.5634 11.9533
O -0.3857 0.7762 11.9597
C -1.5546 0.9755 11.1862
H 0.6887 0.8616 8.2060
H 0.9334 1.5194 9.8367
H 2.2934 0.7740 8.9582
H 2.0606 -0.0812 11.2743
H 1.6018 -1.7825 11.0934
H 0.4112 -0.7995 12.9686
H -0.7333 -1.2505 11.6945
H -2.4314 0.5612 11.6953
H -1.4666 0.5209 10.1966
H -1.6917 2.0494 11.0715
C 0.4552 -2.9552 -10.0751
O 0.1673 -4.2305 -9.5320
C 0.6298 -4.3991 -8.2030
C -0.4816 -4.2297 -7.1920
O -0.9802 -2.9005 -7.1808
C -2.2051 -2.7614 -7.8864
H -0.1267 -2.8509 -10.9892
H 0.1810 -2.1524 -9.3867
H 1.5190 -2.8714 -10.3236
H 1.4429 -3.6988 -7.9861
H 1.0274 -5.4159 -8.1232
H -0.0849 -4.4408 -6.1934
H -1.2897 -4.9399 -7.3902
H -3.0323 -3.1885 -7.3077
H -2.1623 -3.2496 -8.8625
H -2.3876 -1.6971 -8.0258
C 0.0194 3.8156 -6.2300
O -0.7598 4.3934 -7.2595
C -1.6619 5.3840 -6.7907
C -1.1508 6.7818 -7.0555
O 0.0248 7.0629 -6.3150
C 1.2139 6.9554 -7.0755
H 0.8236 3.2488 -6.6974
H 0.4539 4.5736 -5.5747
H -0.5925 3.1308 -5.6314
H -1.8590 5.2496 -5.7227
H -2.6060 5.2473 -7.3285
H -1.9143 7.5008 -6.7430
H -0.9733 6.9200 -8.1266
H 1.3164 7.8070 -7.7569
H 1.2415 6.0285 -7.6532
H 2.0499 6.9630 -6.3781
*
```

These are the Löwdin partial charges, in e, on atoms 1 to 4: -0.166 -0.798 0.815 -0.731


The following is a quantum chemistry calculation of a structure of composition C14H31NO2Ta in a non-equilibrium geometry, from OMol25.

Computed properties:
E_tot = -22151.5331 eV
Orbital gap = 7.5 eV
Highest occupied orbital energy = -4.7 eV

```
! wB97M-V def2-TZVPD RIJCOSX def2/J DEFGRID3
* xyz -1 1
C 5.2427 0.9443 1.6930
C 5.5290 0.1434 0.3289
C 4.1902 -0.1229 -0.5341
C 3.3874 -1.3005 0.2097
C 2.3117 -1.8657 -0.8738
C 0.9888 -0.9849 -0.6940
C -0.2531 -1.4477 -1.6051
Ta -2.0144 0.0188 -1.0846
C -0.9908 1.7879 -2.2101
C -0.5128 2.8721 -1.0929
C -1.6400 3.2302 -0.0063
N -3.0985 -1.5918 -0.0848
C -4.5394 -1.3843 -0.1405
C -5.4722 -0.9150 1.0561
O -5.1023 -1.5517 -1.2576
C -2.6098 -1.8841 1.2685
C -2.5351 -0.8757 2.4920
O -2.1776 -3.0517 1.4726
H 6.0946 0.6762 2.4160
H 5.1523 2.0679 1.5217
H 4.2793 0.5922 2.2010
H 5.9951 -0.8747 0.5757
H 6.2617 0.7245 -0.3171
H 3.5746 0.8203 -0.7013
H 4.4603 -0.5109 -1.5824
H 2.7730 -0.8214 1.0390
H 4.0516 -2.1171 0.6369
H 2.0347 -2.9570 -0.6795
H 2.6720 -1.7372 -1.9477
H 0.6185 -1.0332 0.3947
H 1.1502 0.1300 -0.9147
H -0.5891 -2.5217 -1.3741
H -0.0205 -1.4307 -2.7274
H -2.7901 -0.4586 -2.7100
H -3.4570 1.1267 -0.6898
H -1.0656 0.5062 0.4239
H -0.0424 1.3753 -2.7119
H -1.6470 2.2603 -3.0086
H -0.2501 3.8458 -1.6208
H 0.3710 2.4178 -0.5190
H -1.4948 4.3250 0.3305
H -1.5749 2.6110 0.9491
H -2.6926 3.2062 -0.4611
H -6.5567 -1.0878 0.7282
H -5.2529 -1.4530 2.0427
H -5.2644 0.2066 1.2042
H -2.1344 -1.4622 3.3963
H -3.5348 -0.4451 2.8202
H -1.8254 -0.0023 2.3484
*
```

These are the Löwdin partial charges, in e, on atoms 1 to 4: -0.136 -0.271 -0.222 -0.214


The following is a quantum chemistry calculation of the molecule C6H10N2O in a non-equilibrium geometry, from OMol25.

Computed properties:
SMILES = O/N=C/[C@@]12CCC[C@@H]1N2
E_tot = -11408.2403 eV
Orbital gap = 10.1 eV
Highest occupied orbital energy = -9.2 eV

```
! wB97M-V def2-TZVPD RIJCOSX def2/J DEFGRID3
* xyz 0 1
C 1.7599 -0.6938 -0.0652
C 0.3344 -0.3647 0.1793
C -0.0853 1.1271 0.3162
C -1.5718 1.0972 0.1115
C -1.9644 -0.2126 -0.5841
C -0.7607 -1.1238 -0.4542
H 4.3893 0.8738 0.0766
H 2.1213 -1.7384 -0.2728
H 0.4388 1.6803 -0.5050
H 0.0995 1.4751 1.3305
H -2.0402 1.8816 -0.4792
H -2.0663 1.2226 1.1857
H -2.8192 -0.9156 -0.1504
H -2.3028 -0.0120 -1.7547
H -0.5056 -1.9133 -1.1764
H -1.1241 -1.1712 1.5357
N 2.5696 0.3142 -0.0626
N -0.3957 -1.4801 0.9153
O 3.9233 -0.0465 -0.1463
*
```

These are the Löwdin partial charges, in e, on atoms 1 to 4: -0.070 -0.372 -0.126 -0.223


The following is a quantum chemistry calculation of the molecule C3H4N2O3 in a non-equilibrium geometry, from OMol25.

Computed properties:
SMILES = O=CN1C[C@@H]1[N+](=O)[O-]
E_tot = -12294.2656 eV
Orbital gap = 10.6 eV
Highest occupied orbital energy = -10.6 eV

```
! wB97M-V def2-TZVPD RIJCOSX def2/J DEFGRID3
* xyz 0 1
C -0.4532 1.7261 0.1433
C -1.0502 -0.8021 0.1943
C 0.1825 -0.6221 -0.6370
N -0.6729 0.4662 -0.3143
N 1.4803 -0.6697 0.0629
O 2.4320 -0.9928 -0.5980
O 1.4767 -0.3898 1.2355
O 0.4820 2.4029 -0.1736
H -1.3030 2.0747 0.7562
H -1.9243 -1.2573 -0.2544
H -0.9102 -0.9892 1.2537
H 0.2602 -0.9471 -1.6687
*
```

These are the Löwdin partial charges, in e, on atoms 1 to 4: -0.320 -0.024 -0.129 0.004


The following is a quantum chemistry calculation of a structure of composition C24H24BF9N2PtSe in a non-equilibrium geometry, from OMol25.

Computed properties:
E_tot = -121963.9632 eV
Orbital gap (alpha / beta) = 6.3 / 4.7 eV
Highest occupied orbital energy (alpha / beta) = -15.1 / -15.2 eV

```
! wB97M-V def2-TZVPD RIJCOSX def2/J DEFGRID3
* xyz 2 5
Pt -1.2597 1.1751 2.0989
C 5.4511 1.9643 -0.6254
C 4.3751 0.9964 -1.1258
C 4.0498 1.3526 -2.5885
C 4.9331 -0.4317 -1.0327
C 3.0907 1.0921 -0.3291
C 2.8982 2.0209 0.6915
C 1.6855 2.0644 1.3543
N 0.6831 1.2521 1.0446
C 0.8400 0.3058 0.1021
C 2.0275 0.2254 -0.6003
C -0.2925 -0.6233 -0.0870
C -0.3104 -1.6264 -1.0425
C -1.4126 -2.4708 -1.1747
C -2.4671 -2.2767 -0.2789
C -2.3748 -1.2981 0.6853
N -1.3238 -0.4769 0.7614
C -1.4736 -3.5843 -2.2009
C -1.5557 -4.9107 -1.4103
C -2.7138 -3.4142 -3.0860
C -0.2284 -3.6502 -3.0884
H 6.3551 1.8515 -1.2213
H 5.7220 1.7461 0.4091
H 5.1284 3.0022 -0.7202
H 4.9690 1.3598 -3.1721
H 3.5936 2.3406 -2.6606
H 3.3681 0.6244 -3.0308
H 5.8481 -0.5029 -1.6187
H 4.2295 -1.1730 -1.4138
H 5.1693 -0.6950 -0.0009
H 3.6778 2.7051 0.9887
H 1.5350 2.7678 2.1626
H 2.1373 -0.5361 -1.3571
H 0.5329 -1.7582 -1.7011
H -3.3556 -2.8899 -0.3124
H -3.1550 -1.1794 1.4242
H -2.4291 -4.9322 -0.7591
H -0.6650 -5.0545 -0.7982
H -1.6314 -5.7408 -2.1114
H -3.6366 -3.5064 -2.5124
H -2.7172 -4.1798 -3.8600
H -2.7169 -2.4404 -3.5792
H 0.6740 -3.8198 -2.4988
H -0.1199 -2.7407 -3.6838
H -0.3256 -4.4804 -3.7854
F -5.5125 4.7459 0.5349
C -4.7165 3.7382 0.6706
C -3.3621 3.7833 0.1768
F -2.7746 2.6112 -0.1193
C -2.8547 4.4199 1.3781
F -2.6647 5.6895 1.4469
C -2.9090 3.6503 2.6288
Se -1.5417 3.0987 3.7101
C -4.3419 3.4150 2.7585
F -5.0251 4.0574 3.6385
C -4.9809 2.7029 1.6532
F -4.4501 1.5084 1.4083
F -1.5136 -0.9164 6.1085
B -0.2492 -0.5657 5.9684
F 0.6098 -1.3940 5.4095
F 0.1729 0.5792 6.4770
F -0.6956 0.4225 3.8962
*
```

These are the Löwdin partial charges, in e, on atoms 1 to 4: 1.103 -0.051 -0.554 -0.024